# 1
Formula: C20H12BrCl2F6OOsS
Source: OMol25
Level of theory: wB97M-V/def2-TZVPD

Cartesian coordinates (Å):
Os: 0.177 -0.333 -1.059
Br: 2.640 -0.298 -1.157
C: 2.865 1.622 -1.268
C: 4.107 2.176 -1.292
C: 4.199 3.579 -1.330
C: 3.064 4.342 -1.330
C: 1.779 3.751 -1.320
C: 0.597 4.526 -1.331
C: -0.628 3.922 -1.331
C: -0.736 2.520 -1.320
C: 0.378 1.703 -1.297
C: 1.658 2.335 -1.299
H: 4.994 1.556 -1.278
H: 5.176 4.041 -1.356
H: 3.133 5.422 -1.339
H: 0.680 5.606 -1.342
H: -1.534 4.514 -1.337
H: -1.738 2.108 -1.314
Cl: -2.105 -0.444 -1.383
C: -2.489 -2.136 -1.231
C: -3.796 -2.478 -1.012
C: -4.118 -3.828 -0.864
C: -3.141 -4.804 -0.928
C: -1.821 -4.454 -1.159
Cl: -0.623 -5.670 -1.210
C: -1.457 -3.094 -1.337
S: 0.150 -2.682 -1.767
H: -4.559 -1.713 -0.958
H: -5.147 -4.111 -0.689
H: -3.387 -5.849 -0.800
C: 1.583 -0.748 2.664
C: 0.141 -0.941 2.178
O: 0.040 -1.316 0.856
C: -0.648 0.367 2.444
F: -0.018 1.396 1.818
F: -1.896 0.323 1.939
F: -0.734 0.691 3.731
C: -0.498 -2.093 2.991
F: 0.158 -3.236 2.728
F: -1.787 -2.278 2.654
F: -0.446 -1.881 4.313
H: 2.023 0.115 2.168
H: 2.157 -1.637 2.411
H: 1.607 -0.593 3.741

For the HOMO energy (spin up / spin down), the calculation gives -10.9984 / -11.6556 eV. As for the spin multiplicity: 5. The orbital gap (spin up / spin down) comes out at 7.40 / 4.95 eV. The net charge is +1. The value obtained for the energy above the lowest of the compared OMol25 structures with the same formula, charge and spin is 3.8 kcal/mol. The expectation value of S² is 6.056.


# 2
Formula: C14H46O9
Source: OMol25
Level of theory: wB97M-V/def2-TZVPD

Cartesian coordinates (Å):
C: -17.812 1.586 -12.374
C: -17.126 2.715 -11.641
O: -15.772 2.326 -11.351
H: -17.444 0.614 -12.053
H: -17.607 1.638 -13.447
H: -18.887 1.650 -12.214
H: -17.661 2.895 -10.700
H: -17.137 3.664 -12.186
H: -15.322 3.084 -10.967
C: -11.836 0.683 -17.115
C: -11.983 0.203 -15.701
O: -11.466 1.129 -14.745
H: -10.890 1.214 -17.229
H: -12.639 1.324 -17.477
H: -11.776 -0.167 -17.807
H: -11.451 -0.729 -15.521
H: -13.041 0.021 -15.465
H: -12.059 1.888 -14.694
C: -13.065 0.540 -10.321
C: -12.560 1.487 -9.238
O: -13.391 1.463 -8.084
H: -14.155 0.569 -10.362
H: -12.788 -0.496 -10.125
H: -12.697 0.792 -11.318
H: -12.510 2.498 -9.655
H: -11.588 1.138 -8.894
H: -14.148 2.036 -8.225
C: -13.203 -2.877 -13.806
C: -12.881 -3.320 -15.190
O: -11.469 -3.398 -15.358
H: -12.982 -3.676 -13.096
H: -14.276 -2.690 -13.718
H: -12.680 -1.969 -13.511
H: -13.336 -2.661 -15.948
H: -13.344 -4.294 -15.406
H: -11.253 -3.265 -16.284
C: -11.540 4.271 -13.144
C: -13.008 4.094 -12.805
O: -13.695 3.457 -13.888
H: -11.352 4.835 -14.049
H: -11.048 3.297 -13.232
H: -11.119 4.685 -12.222
H: -13.449 5.085 -12.635
H: -13.146 3.479 -11.911
H: -14.535 3.110 -13.575
C: -16.892 0.950 -17.574
C: -15.523 1.173 -16.961
O: -15.596 1.420 -15.562
H: -16.809 0.978 -18.665
H: -17.584 1.742 -17.291
H: -17.278 -0.037 -17.324
H: -14.998 1.985 -17.471
H: -14.916 0.274 -17.046
H: -16.042 2.253 -15.381
C: -17.401 -2.540 -14.038
C: -18.360 -3.322 -14.924
O: -19.585 -3.625 -14.263
H: -17.883 -1.698 -13.552
H: -16.530 -2.232 -14.630
H: -16.915 -3.198 -13.311
H: -17.879 -4.245 -15.269
H: -18.629 -2.750 -15.811
H: -19.408 -4.275 -13.577
O: -15.455 -2.255 -11.159
H: -15.202 -1.737 -11.935
H: -16.282 -1.859 -10.875
O: -15.132 -0.100 -13.009
H: -14.983 -0.158 -13.957
H: -15.449 0.798 -12.872

For the HOMO energy, the calculation gives -10.0129 eV. The orbital gap comes out at 10.14 eV. As for the structure (SMILES): CCO.CCO.CCO.CCO.CCO.CCO.CCO.O.O. The value obtained for the energy above the lowest of the compared OMol25 structures with the same formula, charge and spin is 25.5 kcal/mol.


# 3
Formula: C60H44BaBrCl2N5O3S2
Source: OMol25
Level of theory: wB97M-V/def2-TZVPD

Cartesian coordinates (Å):
Ba: 4.708 -23.464 -0.268
C: 12.852 -25.449 -1.485
C: 12.503 -24.220 -2.008
C: 11.194 -23.775 -1.797
C: 10.171 -24.587 -1.109
C: 10.588 -25.834 -0.653
C: 11.918 -26.237 -0.769
C: 8.863 -23.981 -0.793
C: 8.175 -23.223 -1.835
C: 8.589 -23.045 -3.232
C: 7.579 -22.362 -3.891
C: 6.563 -22.128 -2.932
N: 6.976 -22.652 -1.709
C: 5.339 -21.564 -3.009
C: 4.567 -20.499 -2.410
C: 5.285 -19.106 -2.166
C: 5.061 -18.709 -0.922
C: 4.368 -19.856 -0.192
C: 4.024 -19.695 1.211
C: 3.612 -18.386 1.682
C: 2.519 -17.745 1.157
C: 2.148 -16.519 1.666
C: 2.856 -15.878 2.677
C: 3.982 -16.503 3.255
C: 4.303 -17.792 2.783
C: 4.350 -20.711 2.225
N: 5.187 -21.796 1.948
C: 5.374 -22.435 3.194
C: 6.315 -23.522 3.377
C: 6.517 -23.990 4.764
C: 6.809 -23.088 5.752
C: 7.131 -23.455 7.035
C: 6.987 -24.776 7.379
C: 6.491 -25.676 6.409
C: 6.357 -25.334 5.106
C: 7.215 -23.926 2.401
C: 8.310 -24.859 2.696
C: 9.078 -24.913 1.557
C: 8.376 -24.197 0.494
N: 7.199 -23.692 1.049
C: 4.595 -21.829 4.202
C: 4.014 -20.708 3.605
N: 4.156 -20.871 -0.986
C: 3.138 -20.386 -3.090
C: 2.121 -19.623 -2.503
C: 0.858 -19.497 -3.138
C: 0.677 -20.199 -4.324
C: 1.713 -20.887 -4.963
C: 2.948 -20.983 -4.350
H: 13.877 -25.825 -1.525
H: 13.217 -23.551 -2.509
H: 10.925 -22.783 -2.208
H: 9.899 -26.489 -0.082
H: 12.270 -27.182 -0.321
H: 9.456 -23.465 -3.762
H: 7.563 -22.133 -4.963
H: 5.855 -18.592 -2.929
H: 5.484 -17.833 -0.412
H: 1.917 -18.216 0.327
H: 1.270 -16.101 1.228
H: 2.601 -14.874 2.955
H: 4.520 -15.941 4.033
H: 5.119 -18.329 3.254
H: 6.783 -22.042 5.429
H: 7.414 -22.748 7.843
H: 7.138 -25.173 8.376
H: 6.426 -26.757 6.703
H: 6.232 -26.068 4.271
H: 8.554 -25.313 3.714
H: 10.115 -25.301 1.549
H: 4.536 -22.115 5.251
H: 3.428 -19.966 4.096
H: 2.351 -18.943 -1.735
H: 0.094 -18.903 -2.575
H: -0.282 -20.249 -4.836
H: 1.459 -21.401 -5.918
H: 3.687 -21.660 -4.807
Cl: 4.540 -26.532 -2.473
C: 4.903 -28.229 -2.405
C: 6.210 -28.601 -2.256
C: 6.547 -29.983 -2.224
C: 5.504 -30.899 -2.357
C: 4.167 -30.529 -2.445
Cl: 3.029 -31.786 -2.515
C: 3.781 -29.190 -2.448
S: 2.200 -28.710 -2.609
H: 7.026 -27.793 -2.255
H: 7.560 -30.364 -2.107
H: 5.690 -31.969 -2.358
Br: 1.063 -22.496 0.607
C: 1.412 -23.931 1.872
C: 0.659 -24.088 3.060
C: 1.228 -25.018 3.992
C: 2.428 -25.711 3.715
C: 2.988 -25.538 2.421
N: 2.433 -24.677 1.523
C: 4.279 -26.126 2.041
O: 5.059 -26.626 2.892
O: 4.493 -25.845 0.819
H: -0.168 -23.427 3.249
H: 0.633 -25.387 4.844
H: 2.914 -26.386 4.393
C: 4.383 -26.873 -8.637
C: 3.585 -25.764 -9.255
S: 4.354 -24.094 -9.068
O: 5.412 -24.178 -7.994
C: 5.354 -24.027 -10.589
C: 4.644 -23.809 -11.885
H: 5.324 -27.007 -9.244
H: 3.897 -27.869 -8.644
H: 4.649 -26.617 -7.553
H: 2.562 -25.568 -8.876
H: 3.499 -25.994 -10.372
H: 6.009 -24.882 -10.663
H: 5.899 -23.075 -10.268
H: 4.215 -24.748 -12.343
H: 5.479 -23.596 -12.595
H: 3.951 -22.980 -11.777

For the HOMO energy (spin up / spin down), the calculation gives -1.3744 / -1.3744 eV. The orbital gap (spin up / spin down) comes out at 3.92 / 3.91 eV. The net charge is -2. The value obtained for the energy above the lowest of the compared OMol25 structures with the same formula, charge and spin is 180.9 kcal/mol.


# 4
Formula: C20H19N3O3
Source: OMol25
Level of theory: wB97M-V/def2-TZVPD

Cartesian coordinates (Å):
O: 4.001 -1.732 -3.276
C: 3.667 -1.577 -2.065
N: 3.618 -2.704 -1.183
C: 2.842 -2.556 -0.160
N: 2.835 -3.693 0.492
C: 2.174 -3.882 1.582
C: 1.389 -2.878 2.086
C: 1.311 -1.644 1.437
O: 0.500 -0.720 1.994
C: -0.824 -0.435 1.616
C: -1.549 -1.506 1.075
C: -2.851 -1.181 0.638
C: -3.339 0.082 0.661
C: -2.654 1.157 1.274
C: -1.299 0.860 1.694
O: -3.243 2.395 1.383
C: -4.715 2.512 1.249
C: -5.201 1.592 -0.004
N: -4.583 0.216 0.131
C: 2.173 -1.454 0.364
C: 2.264 -0.366 -0.421
C: 1.583 0.994 -0.036
C: 2.235 2.254 -0.733
C: 2.278 2.007 -2.228
C: 2.435 0.572 -2.656
C: 3.189 -0.213 -1.560
H: 2.112 -4.874 2.048
H: 0.880 -3.007 3.018
H: -1.154 -2.444 0.901
H: -3.463 -1.955 0.096
H: -0.725 1.578 2.186
H: -5.231 2.068 2.119
H: -5.048 3.430 1.145
H: -6.283 1.583 -0.078
H: -4.883 2.035 -0.942
H: -4.859 -0.370 -0.731
H: 0.565 1.050 -0.282
H: 1.790 1.187 0.969
H: 1.672 3.205 -0.467
H: 3.267 2.304 -0.435
H: 3.198 2.481 -2.546
H: 1.447 2.473 -2.663
H: 2.928 0.711 -3.622
H: 1.486 0.055 -2.830
H: 4.063 0.390 -1.240

For the HOMO energy, the calculation gives -7.8822 eV. The orbital gap comes out at 6.51 eV. As for the structure (SMILES): O=C1N=c2nccc(Oc3ccc4c(c3)OCCN4)c2=C2CCCC[C@H]12. The value obtained for the energy above the lowest of the compared OMol25 structures with the same formula, charge and spin is 164.3 kcal/mol.


# 5
Formula: C8H12O4S
Source: OMol25
Level of theory: wB97M-V/def2-TZVPD

Cartesian coordinates (Å):
C: 1.501 0.146 1.665
C: 0.038 1.501 0.115
C: 1.455 0.867 0.292
C: 0.515 -1.018 1.630
C: -0.815 0.301 -0.428
C: 0.326 -0.621 -0.879
C: -1.483 0.809 -1.760
C: 0.261 -1.722 -1.879
O: -1.149 0.733 2.633
O: -1.947 -1.542 2.451
O: 1.587 -0.055 -0.733
O: -1.734 -0.254 0.453
S: -1.105 -0.516 1.973
H: 2.616 -0.149 1.991
H: 1.222 0.879 2.373
H: -0.365 2.056 1.009
H: 0.149 2.180 -0.770
H: 2.282 1.583 0.286
H: 0.772 -2.032 2.065
H: -2.325 1.382 -1.322
H: -1.674 -0.016 -2.391
H: -0.839 1.467 -2.307
H: -0.189 -1.415 -2.851
H: -0.341 -2.490 -1.463
H: 1.243 -2.074 -2.153

For the HOMO energy (spin up / spin down), the calculation gives -8.4033 / -8.4025 eV. The orbital gap (spin up / spin down) comes out at 7.94 / 7.94 eV. The value obtained for the energy above the lowest of the compared OMol25 structures with the same formula, charge and spin is 43.3 kcal/mol.


# 6
Formula: C3H4IrO2
Source: OMol25
Level of theory: wB97M-V/def2-TZVPD

Cartesian coordinates (Å):
C: 0.149 -0.904 -0.729
C: -0.313 -0.283 -1.702
H: -0.396 1.397 -0.681
H: -0.780 -0.385 -2.668
O: 0.175 -1.773 0.260
H: 0.449 -2.657 -0.022
C: -0.085 1.723 0.563
O: 0.346 0.639 1.023
Ir: 0.552 -0.310 2.665
H: -0.097 2.552 1.290

For the HOMO energy (spin up / spin down), the calculation gives -26.2113 / -25.9062 eV. As for the spin multiplicity: 5. The orbital gap (spin up / spin down) comes out at 9.76 / 7.84 eV. The net charge is +3. The value obtained for the energy above the lowest of the compared OMol25 structures with the same formula, charge and spin is 59.0 kcal/mol. The expectation value of S² is 6.009.


The records above give, respectively, max |F| values of 1.8; 1.5; 3.9; 8.0; 3.4; 4.3 eV Å⁻¹.
The records above give, respectively, E_tot values of -147668.91980; -33689.67321; -193975.15980; -31656.51037; -27512.16230; -10061.41306 eV.